Molecular formula: C7H23NO3
Method: DFT, the ωB97M-V functional and the def2-TZVPD basis

Geometry (Å):
C1 -0.11 2.35 1.72
C2 -0.67 1.95 0.34
C3 -0.31 0.51 -0.11
N1 0.01 0.47 -1.52
C4 1.33 0.99 -1.82
C5 -0.44 -0.66 -2.31
C6 -0.02 -2.03 -1.75
C7 -1.98 -0.59 -2.46
H1 -0.33 3.40 1.93
H2 -0.68 1.74 2.41
H3 0.98 2.26 1.77
H4 -1.76 1.91 0.42
H5 -0.43 2.71 -0.40
H6 0.49 0.06 0.51
H7 -1.16 -0.13 0.08
H8 1.93 0.30 -2.41
H9 2.02 1.03 -0.96
H10 1.29 1.96 -2.31
H11 -0.02 -0.55 -3.31
H12 0.04 -2.76 -2.56
H13 -0.60 -2.38 -0.91
H14 1.05 -2.01 -1.49
H15 -2.47 0.02 -1.70
H16 -2.43 -1.58 -2.41
H17 -2.21 -0.10 -3.40
O1 0.68 -0.04 3.35
H18 0.58 0.23 2.45
H19 -0.14 -0.40 3.66
O2 -0.72 -1.72 1.95
H20 -0.72 -2.42 1.31
H21 -1.59 -1.64 2.35
O3 3.11 -1.13 2.60
H22 2.40 -1.03 3.20
H23 2.87 -0.70 1.78

Results
HOMO: -8.187 eV
SMILES string: CCCN(C)C(C)C.O.O.O
frontier orbital gap: 8.47 eV